{"formula": "C4H13N2O", "method": "wB97M-V/def2-TZVPD", "elements": ["C", "C", "C", "C", "N", "N", "H", "H", "H", "H", "H", "H", "H", "H", "H", "H", "H", "H", "H", "O"], "coordinates": [[-0.25052, -0.01552, 1.47715], [0.99632, -0.84319, 1.08498], [1.32574, -0.17038, -0.18025], [1.90268, 1.06972, -0.18962], [1.23004, -1.02129, -1.42183], [-0.94096, 0.60450, 0.30314], [-1.02374, -0.51911, 2.03842], [0.09339, 0.77939, 2.18457], [0.62714, -1.87509, 1.01329], [1.73948, -0.58233, 1.74981], [2.18273, 1.52851, 0.75221], [1.96342, 1.59582, -1.16972], [-3.02540, 0.10032, -2.25633], [1.22808, -1.97472, -1.31967], [1.78574, -0.67146, -2.16468], [-0.20331, 1.32044, 0.12443], [-1.19533, -0.15618, -0.26745], [-1.77060, 1.16937, 0.62152], [-3.67763, -0.54220, -1.07533], [-2.98730, 0.20341, -1.30465]], "lowdin_charge": [-0.149, -0.099, -0.394, 0.031, 0.130, 0.141, 0.126, 0.148, 0.139, 0.105, 0.081, 0.094, 0.050, 0.046, 0.077, 0.141, 0.102, 0.188, 0.130, -0.085], "multiplicity": 1, "e_above_lowest_kcal_mol": 74.2, "charge": 1, "gap_ha": 0.3483, "homo_ev": -12.54}

---

{"formula": "C36H30N4NaS3SbSe4", "method": "wB97M-V/def2-TZVPD", "elements": ["Na", "Se", "Sb", "Se", "Se", "Se", "N", "S", "N", "S", "N", "S", "N", "C", "C", "C", "C", "C", "C", "C", "C", "C", "C", "C", "C", "C", "C", "C", "C", "C", "C", "C", "C", "C", "C", "C", "C", "C", "C", "C", "C", "C", "C", "C", "C", "C", "C", "C", "C", "H", "H", "H", "H", "H", "H", "H", "H", "H", "H", "H", "H", "H", "H", "H", "H", "H", "H", "H", "H", "H", "H", "H", "H", "H", "H", "H", "H", "H", "H"], "coordinates": [[0.67237, -0.59439, 0.07396], [1.42623, -3.04794, 5.31372], [0.61248, -1.85487, 3.32965], [-0.79879, 0.10439, 3.94773], [2.55444, -1.05583, 1.94495], [-0.73883, -3.20275, 1.73160], [-0.46475, -0.70150, -1.78139], [-1.75406, -0.05026, -1.84802], [-1.80930, 1.63210, -2.23804], [-2.31408, 2.83247, -1.47496], [-2.02040, 3.18615, -0.02431], [-0.50713, 2.70381, 0.61805], [-0.04394, 1.37582, 0.34271], [0.52872, 4.01346, -0.05046], [0.20794, 5.36794, -0.03419], [1.07046, 6.26704, -0.64208], [2.24005, 5.80902, -1.24880], [2.54915, 4.45630, -1.24649], [1.68432, 3.54453, -0.64519], [-0.84883, 3.25357, 2.26635], [0.23791, 3.65647, 3.02843], [0.05291, 3.90141, 4.37855], [-1.19855, 3.72532, 4.94900], [-2.26740, 3.27916, 4.18510], [-2.09590, 3.02435, 2.83459], [-4.09641, 2.99958, -1.52135], [-4.68938, 2.76757, -2.74922], [-6.07130, 2.82847, -2.84933], [-6.83084, 3.11440, -1.72233], [-6.22132, 3.33758, -0.49961], [-4.83303, 3.27914, -0.38770], [-1.80224, 4.18711, -2.54119], [-0.84323, 4.00196, -3.51651], [-0.42916, 5.10636, -4.26044], [-0.98082, 6.35404, -4.02535], [-1.93674, 6.52401, -3.03247], [-2.34404, 5.43500, -2.27554], [-2.72378, -0.63857, -3.24718], [-3.17334, -1.94801, -3.11729], [-3.78337, -2.56868, -4.19474], [-3.92730, -1.89200, -5.40276], [-3.45199, -0.59419, -5.52919], [-2.84894, 0.04116, -4.44694], [-2.99597, -0.16183, -0.56773], [-2.57578, -0.27419, 0.74878], [-3.53742, -0.36600, 1.75697], [-4.88097, -0.33408, 1.43969], [-5.30219, -0.22955, 0.10790], [-4.36478, -0.14323, -0.90202], [-0.70230, 5.70410, 0.45012], [0.83722, 7.32515, -0.64149], [2.91534, 6.51574, -1.71649], [3.46511, 4.10497, -1.70527], [1.88442, 2.47754, -0.61393], [1.22709, 3.72041, 2.59147], [0.89926, 4.17948, 4.99264], [-1.32767, 3.87797, 6.01323], [-3.22013, 3.06368, 4.65299], [-2.89352, 2.59264, 2.24772], [-4.08094, 2.51405, -3.61131], [-6.55070, 2.63492, -3.80088], [-7.91134, 3.14797, -1.79960], [-6.81889, 3.53901, 0.38074], [-4.32799, 3.42146, 0.55761], [-0.42159, 3.01550, -3.66770], [0.33154, 4.98158, -5.02085], [-0.65478, 7.20674, -4.60940], [-2.35478, 7.50350, -2.83591], [-3.07186, 5.55663, -1.48148], [-3.03618, -2.47290, -2.17674], [-4.13917, -3.58661, -4.09201], [-4.40087, -2.38176, -6.24526], [-3.54713, -0.06954, -6.47258], [-2.46743, 1.05056, -4.53722], [-1.54737, -0.29350, 1.05562], [-3.16315, -0.45705, 2.77161], [-5.61557, -0.41638, 2.23249], [-6.35877, -0.23059, -0.13995], [-4.69525, -0.07665, -1.93085]], "lowdin_charge": [-0.170, -0.425, -0.410, -0.134, -0.255, -0.299, -0.262, 0.758, -0.361, 0.807, -0.350, 0.764, -0.257, -0.316, -0.075, -0.089, -0.095, -0.070, -0.050, -0.351, -0.073, -0.082, -0.098, -0.113, -0.123, -0.309, -0.069, -0.070, -0.086, -0.066, -0.049, -0.291, -0.048, -0.069, -0.091, -0.079, -0.072, -0.319, -0.066, -0.072, -0.099, -0.092, -0.083, -0.308, -0.111, -0.085, -0.072, -0.098, -0.105, 0.117, 0.098, 0.094, 0.103, 0.113, 0.122, 0.104, 0.101, 0.104, 0.089, 0.107, 0.103, 0.100, 0.107, 0.102, 0.113, 0.104, 0.099, 0.102, 0.119, 0.132, 0.104, 0.093, 0.095, 0.090, 0.006, 0.023, 0.097, 0.095, 0.102], "multiplicity": 1, "e_above_lowest_kcal_mol": 20.7, "charge": -2, "gap_ha": 0.1180, "homo_ev": -0.20}

---

{"formula": "C19H39NO6S", "method": "wB97M-V/def2-TZVPD", "elements": ["C", "O", "C", "C", "C", "C", "C", "C", "C", "C", "C", "C", "C", "C", "C", "O", "S", "O", "O", "O", "C", "C", "N", "H", "H", "H", "H", "H", "H", "H", "H", "H", "H", "H", "H", "H", "H", "H", "H", "H", "H", "H", "H", "H", "H", "H", "H", "H", "H", "H", "H", "H", "H", "H", "H", "H", "C", "C", "O", "C", "H", "H", "H", "H", "H", "H"], "coordinates": [[2.08796, 1.59945, 2.64484], [1.04597, 0.68011, 2.90717], [0.55394, 0.71956, 4.23395], [-0.25731, 1.97267, 4.53417], [-1.39800, 2.23917, 3.55235], [-2.40089, 1.08846, 3.39697], [-2.08815, 0.10881, 2.26833], [-3.27376, -0.77080, 1.88667], [-2.95028, -1.69692, 0.70546], [-3.56166, -1.23308, -0.62019], [-2.84026, -1.73927, -1.86986], [-1.34533, -1.37237, -1.94062], [-0.94356, -0.63579, -3.22541], [0.47322, -0.91535, -3.74870], [0.66665, -1.95091, -4.85630], [-0.09941, -1.46299, -6.00631], [-1.40111, -2.33615, -6.26431], [-1.17717, -3.11494, -7.43300], [-2.56663, -1.54655, -6.13332], [-1.26512, -3.24853, -4.96934], [0.17088, -3.40665, -4.78840], [0.54882, -4.40234, -3.68856], [0.92925, -3.96392, -2.36238], [1.72122, 2.50766, 2.15651], [2.80685, 1.11511, 1.98109], [2.60589, 1.89088, 3.56727], [1.38906, 0.63837, 4.94378], [-0.05992, -0.17624, 4.34934], [0.41791, 2.83498, 4.54341], [-0.66087, 1.88322, 5.54876], [-0.97894, 2.49028, 2.57277], [-1.92766, 3.12916, 3.90065], [-2.47061, 0.54211, 4.34614], [-3.39724, 1.50450, 3.21715], [-1.24562, -0.53360, 2.53834], [-1.76121, 0.67385, 1.38629], [-3.59163, -1.35094, 2.75854], [-4.12122, -0.12701, 1.62229], [-3.29993, -2.71147, 0.91797], [-1.86270, -1.76705, 0.60484], [-3.60244, -0.13695, -0.64857], [-4.60085, -1.57472, -0.65461], [-2.97528, -2.82332, -1.94176], [-3.33968, -1.32505, -2.75005], [-0.73548, -2.26913, -1.84222], [-1.08335, -0.74727, -1.08213], [-1.67581, -0.83081, -4.00697], [-1.00342, 0.43988, -3.04495], [1.16588, -1.13069, -2.92750], [0.84811, 0.00432, -4.20607], [1.72341, -1.97935, -5.13049], [0.53009, -3.85872, -5.71949], [-0.30382, -5.07754, -3.59542], [1.36371, -5.00002, -4.10736], [1.42319, -3.08476, -2.33291], [0.15745, -3.94075, -1.71380], [5.72975, 3.84988, 1.94894], [4.46358, 4.61395, 2.25393], [3.51748, 4.60333, 1.50285], [4.44115, 5.38858, 3.54979], [5.63077, 3.33326, 0.99784], [6.57985, 4.53375, 1.91191], [5.93197, 3.12884, 2.74354], [5.25097, 6.12053, 3.56245], [4.60568, 4.71332, 4.39193], [3.48563, 5.89400, 3.66277]], "lowdin_charge": [-0.109, -0.198, -0.242, -0.188, -0.201, -0.205, -0.226, -0.214, -0.213, -0.216, -0.193, -0.188, -0.169, -0.125, -0.235, -0.164, 0.584, -0.218, -0.214, -0.157, -0.260, -0.189, 0.020, 0.082, 0.088, 0.085, 0.119, 0.113, 0.106, 0.116, 0.107, 0.106, 0.116, 0.108, 0.101, 0.120, 0.111, 0.109, 0.110, 0.095, 0.115, 0.112, 0.112, 0.109, 0.072, 0.106, 0.079, 0.120, 0.112, 0.121, 0.161, 0.142, 0.132, 0.116, 0.057, 0.061, -0.025, -0.510, 0.063, -0.025, 0.081, 0.084, 0.084, 0.084, 0.084, 0.082], "multiplicity": 1, "charge": 0, "gap_ha": 0.3751, "homo_ev": -9.67}